(1)
DFT (the ωB97M-V functional and the def2-TZVPD basis) results for a cluster of 15 separate species, H30O15 in total in a non-equilibrium geometry.

Calculated values
Relative energy (zero: lowest compared OMol25 entry of this formula, charge and spin) = 33.4 kcal/mol
LUMO energy = -0.69 eV
Largest force on an atom = 4.0 eV/A
E_tot = -1146.586858 Eh
Orbital gap = 8.60 eV

Cartesian coordinates (Å):
1 O -3.05 -1.00 0.35
2 O -0.27 0.00 0.29
3 O -0.71 1.68 -2.61
4 O -2.87 1.16 1.88
5 O 2.37 0.29 0.23
6 O 2.84 -2.72 0.20
7 O -2.57 3.06 -0.75
8 O 0.98 0.79 3.38
9 O 1.44 2.63 -1.38
10 O 0.96 -1.93 -1.82
11 O 2.73 0.13 -2.57
12 O -1.67 -0.80 -2.11
13 O -0.78 -3.30 0.05
14 O 1.22 -1.62 2.04
15 O -0.51 2.58 1.08
16 H 2.93 0.02 0.95
17 H -3.97 -1.10 0.73
18 H 0.36 2.67 1.45
19 H 0.44 -1.38 1.54
20 H -1.75 2.84 -0.26
21 H 1.93 -0.35 -2.31
22 H 0.81 -2.16 -2.73
23 H -0.93 2.31 1.92
24 H 0.14 0.59 3.79
25 H 2.85 -0.02 -0.57
26 H 0.01 1.79 -1.98
27 H -0.19 -3.08 -0.70
28 H 2.20 -2.19 0.69
29 H 0.90 -2.17 2.79
30 H 1.85 -2.25 -1.69
31 H 0.71 0.18 0.25
32 H -0.96 -0.87 -1.50
33 H -3.65 1.65 2.07
34 H -2.70 -0.22 0.70
35 H -2.63 0.69 2.75
36 H 2.97 -3.50 0.69
37 H 1.84 2.29 -2.16
38 H -0.73 0.76 0.64
39 H -1.28 -2.55 0.34
40 H -3.09 2.29 -0.70
41 H -2.40 -1.01 -1.54
42 H 1.16 0.01 2.83
43 H 2.47 0.72 -3.25
44 H 1.82 2.14 -0.71
45 H -1.21 0.93 -2.29

---

(2)
DFT (the ωB97M-V functional and the def2-TZVPD basis) results for a structure of composition C8H4BF2N2O5PtS4 in a non-equilibrium geometry.

Calculated values
LUMO energy = 2.10 eV
Largest force on an atom = 5.0 eV/A
E_tot = -2729.826588 Eh
Net charge = -1
Orbital gap = 6.64 eV

Cartesian coordinates (Å):
1 Pt 0.00 0.00 0.00
2 S 2.84 -1.14 4.03
3 S -0.93 -0.35 2.20
4 S 2.02 -0.52 1.21
5 S 0.05 -0.98 4.97
6 F -3.10 -0.65 -0.23
7 F -1.65 -2.34 -1.37
8 O 0.47 6.43 0.28
9 O -0.60 3.23 -2.36
10 O -0.47 1.08 -1.59
11 O -0.22 5.48 -1.62
12 O 2.10 -1.51 6.53
13 N 0.36 1.83 0.75
14 N 0.75 2.55 1.81
15 C -0.36 2.33 -1.49
16 C 1.73 -1.26 5.39
17 C 0.20 5.40 -0.34
18 C 0.33 4.09 0.28
19 C 0.76 3.89 1.58
20 C 1.62 -0.78 2.85
21 C 0.10 2.76 -0.17
22 C 0.35 -0.70 3.28
23 B -1.78 -1.12 -0.61
24 H -0.41 4.59 -2.04
25 H 1.01 2.05 2.65
26 H 0.73 -1.00 -1.19
27 H 1.05 4.60 2.35

---

(3)
DFT (the ωB97M-V functional and the def2-TZVPD basis) results for a structure of composition C11H27I2OP2Pb in a non-equilibrium geometry.

Calculated values
LUMO energy (spin up / spin down) = -11.85 / -13.64 eV
Largest force on an atom = 2.9 eV/A
E_tot = -1980.367624 Eh
Net charge = +3
Orbital gap (spin up / spin down) = 4.88 / 3.26 eV

Cartesian coordinates (Å):
1 Pb -0.06 -0.39 -0.59
2 I -0.12 1.34 -7.25
3 I -0.12 -1.39 -7.27
4 P 2.54 0.00 -0.74
5 P -2.72 0.02 -0.76
6 O -0.12 -0.12 -4.34
7 C -3.25 -1.41 0.24
8 C -3.52 -0.07 -2.38
9 C -0.26 0.52 1.64
10 C -0.13 -0.01 -3.20
11 C 3.29 -0.09 -2.37
12 C -0.66 -0.36 3.87
13 C -3.27 1.52 0.10
14 C 3.00 -1.45 0.25
15 C 1.70 0.18 3.28
16 C 3.02 1.50 0.13
17 C 0.36 -0.32 2.75
18 H 2.49 -1.48 1.22
19 H -0.34 -0.94 4.74
20 H 2.00 -0.40 4.16
21 H -2.99 2.39 -0.50
22 H 0.54 -1.34 2.37
23 H 0.06 1.57 1.69
24 H -1.61 -0.77 3.53
25 H 4.08 -1.46 0.43
26 H -4.33 -1.41 0.41
27 H -2.79 1.66 1.07
28 H -2.75 -1.44 1.22
29 H 4.10 1.51 0.31
30 H 2.72 -2.37 -0.27
31 H 2.50 0.08 2.55
32 H -0.85 0.67 4.21
33 H -1.35 0.48 1.68
34 H -3.22 -0.98 -2.91
35 H 1.64 1.24 3.59
36 H -2.98 -2.35 -0.27
37 H -4.61 -0.07 -2.28
38 H -4.35 1.51 0.25
39 H -3.22 0.78 -2.99
40 H 2.98 -1.00 -2.91
41 H 2.98 0.77 -2.98
42 H 2.50 1.62 1.09
43 H 2.74 2.37 -0.48
44 H 4.38 -0.09 -2.29

---

(4)
DFT (the ωB97M-V functional and the def2-TZVPD basis) results for a cluster of 10 separate species, C24H44Br16O4 in total in a non-equilibrium geometry.

Calculated values
Relative energy (zero: lowest compared OMol25 entry of this formula, charge and spin) = 0.0 kcal/mol
LUMO energy = 0.01 eV
Largest force on an atom = 3.0 eV/A
E_tot = -42426.072828 Eh
SMILES string = O=C1CCCO1.O=C1CCCO1.BrCCBr.BrCCBr.BrCCBr.BrCCBr.BrCCBr.BrCCBr.BrCCBr.BrCCBr
Orbital gap = 9.92 eV

Cartesian coordinates (Å):
1 Br 12.21 17.17 10.49
2 Br 13.27 5.60 10.62
3 Br 11.91 15.75 6.13
4 Br 9.38 12.04 15.06
5 Br 18.23 18.62 13.75
6 Br 16.42 16.09 10.30
7 Br 16.28 8.19 12.70
8 Br 5.59 11.75 10.02
9 Br 14.30 12.98 7.76
10 Br 12.87 13.95 17.30
11 Br 9.54 13.77 11.03
12 Br 9.29 9.02 10.04
13 Br 14.95 10.09 16.78
14 Br 11.35 8.76 13.61
15 Br 11.15 11.11 7.71
16 Br 16.32 8.89 8.39
17 O 14.66 12.07 12.79
18 O 20.56 14.64 12.19
19 O 13.94 13.90 13.87
20 O 18.49 13.85 12.26
21 C 12.46 16.88 8.57
22 C 15.27 8.50 14.40
23 C 12.84 7.28 11.51
24 C 7.23 12.09 10.95
25 C 19.59 14.42 12.81
26 C 15.01 10.29 7.82
27 C 17.65 17.28 11.38
28 C 13.16 11.90 11.02
29 C 13.04 13.31 11.59
30 C 8.02 12.98 10.05
31 C 11.81 13.02 15.86
32 C 9.49 10.39 7.47
33 C 9.38 9.05 8.09
34 C 15.72 11.69 7.86
35 C 13.91 13.24 12.87
36 C 11.89 7.03 12.62
37 C 10.56 12.50 16.51
38 C 19.26 14.82 14.31
39 C 17.92 14.04 14.51
40 C 11.38 16.07 7.99
41 C 14.51 11.46 11.47
42 C 15.90 9.67 15.12
43 C 16.87 17.91 12.54
44 C 17.39 14.07 13.11
45 H 8.56 12.57 9.18
46 H 16.32 18.78 12.17
47 H 16.67 13.32 12.91
48 H 13.87 7.64 11.77
49 H 16.25 17.24 13.07
50 H 10.07 13.32 17.07
51 H 10.79 11.70 17.22
52 H 17.99 18.03 10.64
53 H 15.48 7.57 14.93
54 H 14.10 10.25 8.44
55 H 16.36 11.86 6.98
56 H 17.39 14.58 15.26
57 H 8.77 11.11 7.82
58 H 13.52 13.97 10.85
59 H 9.38 10.30 6.43
60 H 12.49 12.23 15.54
61 H 19.14 15.90 14.40
62 H 10.38 16.60 7.86
63 H 18.14 13.00 14.81
64 H 14.21 8.68 14.18
65 H 11.25 15.09 8.43
66 H 16.98 15.06 12.87
67 H 15.35 12.01 10.98
68 H 12.97 11.87 9.96
69 H 14.67 10.06 6.79
70 H 10.99 6.62 12.25
71 H 6.97 12.50 11.91
72 H 18.44 16.66 11.70
73 H 14.72 10.37 11.55
74 H 12.43 11.13 11.48
75 H 12.45 17.91 8.22
76 H 12.35 7.88 10.72
77 H 7.71 11.15 11.08
78 H 7.48 13.92 9.73
79 H 8.43 8.62 7.87
80 H 15.81 10.60 14.52
81 H 11.72 13.85 15.12
82 H 12.28 6.40 13.44
83 H 13.40 16.43 8.39
84 H 12.07 13.76 11.88
85 H 20.11 14.48 14.91
86 H 16.18 11.85 8.82
87 H 16.94 9.39 15.38
88 H 10.21 8.39 7.82

---

(5)
DFT (the ωB97M-V functional and the def2-TZVPD basis) results for a cluster of 2 separate species, CH4FINP in total in a non-equilibrium geometry.

Calculated values
Relative energy (zero: lowest compared OMol25 entry of this formula, charge and spin) = 27.9 kcal/mol
LUMO energy (spin up / spin down) = 0.42 / -3.38 eV
2S+1 = 3
Largest force on an atom = 8.2 eV/A
E_tot = -834.033427 Eh
<S²> = 2.01
Orbital gap (spin up / spin down) = 6.71 / 7.02 eV

Cartesian coordinates (Å):
1 I -3.88 -0.04 0.06
2 P 2.40 1.51 -0.32
3 F 1.75 1.98 1.17
4 N 1.62 0.30 -0.80
5 C 0.56 -0.53 -0.39
6 H -0.40 -0.03 -0.58
7 H -3.24 -0.98 1.16
8 H 0.60 -0.76 0.68
9 H 0.59 -1.45 -0.97

---

(6)
DFT (the ωB97M-V functional and the def2-TZVPD basis) results for the ion H4N3O3P with charge -2 in a non-equilibrium geometry.

Calculated values
Relative energy (zero: lowest compared OMol25 entry of this formula, charge and spin) = 24.8 kcal/mol
LUMO energy = 7.77 eV
Largest force on an atom = 4.6 eV/A
E_tot = -733.724724 Eh
Net charge = -2
SMILES string = NN(N)P(=O)([O-])[O-]
Orbital gap = 7.17 eV

Cartesian coordinates (Å):
1 P -1.63 -0.31 -0.87
2 O -2.52 0.94 -0.87
3 O -2.41 -1.57 -0.51
4 O -0.67 -0.27 -2.07
5 N -0.56 -0.02 0.57
6 N -0.08 1.32 0.36
7 N 0.55 -1.07 0.71
8 H -0.13 -1.76 0.97
9 H 0.57 1.24 -0.54
10 H 0.76 -1.16 -0.22
11 H -1.07 1.53 -0.01